Entry from OMol25: a single CH4ClNO molecule in a non-equilibrium geometry (ωB97M-V/def2-TZVPD).

LUMO in eV: 0.68
SMILES string: NOCCl
E in eV: -17159.0158
HOMO in eV: -10.15
Charge: 0

Element x y z (Å)
N (1.234, -0.558, 0.545)
O (0.195, -0.283, -0.697)
C (-0.763, 0.563, -0.394)
Cl (-1.976, -0.144, 0.725)
H (0.979, -1.283, 1.163)
H (2.071, -0.725, 0.038)
H (-1.427, 0.853, -1.217)
H (-0.312, 1.579, -0.162)

So, what does the Löwdin scheme give us? The charges, in e, come out as:
1 N 0.13
2 O -0.21
3 C -0.73
4 Cl 0.54
5 H 0.04
6 H 0.05
7 H 0.07
8 H 0.11